Record 1
This record from the OMol25 dataset describes a molecular structure, C23H43N2OP3ReSe. The level of theory is ωB97M-V with the def2-TZVPD basis set.

Computed properties:
HOMO energy (spin up / spin down)   -19.5 / -19.5 eV
Total energy   -4589.143507 Eh
Multiplicity   4
<S²>   4.11
ΔE to the lowest compared entry with this formula, charge and spin   0.0 kJ/mol
Largest force on an atom   4.400 eV Å⁻¹
Charge   +4
LUMO energy (spin up / spin down)   -0.52201 / -0.55745 Eh

Positions of all 74 atoms, in Å:
Re1 0.0418 0.0450 0.3697
P1 1.7069 1.2323 -0.8672
P2 -1.1852 1.9724 0.8870
P3 0.9701 -2.0274 -0.3153
H1 -2.6187 -0.1818 -0.2906
C1 -1.8433 -0.9024 -0.0354
C2 -1.5500 -1.1459 1.3620
H2 -2.1757 -0.6353 2.0986
C3 1.3600 1.7052 -2.6207
C4 2.1579 2.8844 -0.2078
C5 3.4036 0.5628 -1.1137
C6 -2.7919 1.8101 1.7651
C7 -0.3795 3.1599 2.0362
C8 -1.6716 2.9994 -0.5612
C9 0.1120 -3.5864 0.1565
C10 2.6325 -2.4744 0.3358
C11 1.1308 -2.2572 -2.1351
H3 -1.7695 -1.7104 -0.7624
H4 -1.2305 -2.1505 1.6519
H5 2.1690 2.3554 -2.9867
H6 0.3997 2.2305 -2.6932
H7 1.2902 0.8079 -3.2485
H8 2.9399 3.3097 -0.8536
H9 2.5547 2.7894 0.8104
H10 1.2986 3.5648 -0.2015
H11 3.9497 1.2830 -1.7418
H12 3.3859 -0.4035 -1.6303
H13 3.9478 0.4536 -0.1682
H14 -3.2821 2.7937 1.7858
H15 -2.6320 1.4879 2.8017
H16 -3.4621 1.0967 1.2747
H17 -0.9053 4.1231 1.9806
H18 0.6753 3.3175 1.7948
H19 -0.4447 2.7799 3.0634
H20 -2.4793 3.6743 -0.2471
H21 -2.0273 2.3574 -1.3798
H22 -0.8231 3.5944 -0.9218
H23 0.6152 -4.4316 -0.3341
H24 -0.9431 -3.5861 -0.1345
H25 0.1796 -3.7327 1.2418
H26 2.9603 -3.4139 -0.1323
H27 2.5716 -2.6251 1.4213
H28 3.3822 -1.7004 0.1479
H29 1.2570 -3.3304 -2.3368
H30 2.0006 -1.7157 -2.5251
H31 0.2289 -1.8930 -2.6512
C12 -3.3987 -0.6577 -4.0028
C13 -4.2591 -1.0951 -2.9604
C14 -5.4971 -1.6476 -3.2533
C15 -5.9338 -1.7610 -4.5851
C16 -5.1002 -1.3106 -5.6292
C17 -3.8561 -0.7565 -5.3455
Se1 -1.7522 -0.0174 -3.6007
H32 -0.4206 0.6028 -1.0406
H33 -3.9083 -0.9968 -1.9347
H34 -6.1206 -1.9884 -2.4247
H35 -6.9095 -2.1905 -4.8053
H36 -5.4280 -1.3949 -6.6665
H37 -3.1884 -0.3962 -6.1263
N1 5.2169 -0.3363 4.5785
C18 4.4866 -0.2515 3.4333
O1 5.0048 -0.3826 2.3208
C19 3.0198 -0.0256 3.6100
C20 2.3361 0.0531 4.8298
C21 0.9494 0.1224 4.7984
C22 0.2583 0.0773 3.5833
N2 0.9233 0.0526 2.4094
C23 2.2700 0.0558 2.4294
H38 6.2124 -0.4634 4.4963
H39 4.8366 -0.1890 5.4968
H40 2.8596 0.0505 5.7848
H41 0.3639 0.1985 5.7106
H42 -0.8357 0.0687 3.5521
H43 2.7637 0.0925 1.4529

***

Record 2
This record from the OMol25 dataset describes a molecular structure, C23H43N2OP3SeW. The level of theory is ωB97M-V with the def2-TZVPD basis set.

Computed properties:
HOMO energy (spin up / spin down)   -20.0 / -20.0 eV
Total energy   -4577.831702 Eh
Multiplicity   3
<S²>   2.02
Largest force on an atom   5.334 eV Å⁻¹
Charge   +4
LUMO energy (spin up / spin down)   -0.52118 / -0.56705 Eh

Positions of all 74 atoms, in Å:
W1 0.1713 0.2989 -0.4470
P1 -0.1317 2.2156 -1.6046
P2 -0.4290 1.0101 2.0313
P3 0.6771 -1.4984 -2.0831
H1 -1.6509 -1.9586 2.1779
C1 -0.9220 -2.6829 1.8309
C2 0.4057 -2.6208 2.1226
H2 0.8294 -1.8091 2.7274
C3 -1.7348 2.4177 -2.3987
C4 0.2463 3.7042 -0.6252
C5 1.1400 2.1369 -2.8986
C6 -0.7842 0.1429 3.6539
C7 0.7647 2.2343 2.8000
C8 -1.9931 2.0320 1.9645
C9 0.5513 -3.2484 -1.5952
C10 2.3245 -1.3324 -2.7647
C11 -0.4513 -1.4111 -3.5190
H3 -1.2986 -3.3645 1.0580
H4 1.1374 -3.2697 1.6331
H5 -1.7382 3.4367 -2.8164
H6 -2.5459 2.3015 -1.6650
H7 -1.8855 1.6722 -3.1946
H8 0.1782 4.5240 -1.3570
H9 1.2524 3.6975 -0.1668
H10 -0.4853 3.8669 0.1803
H11 1.1251 3.1232 -3.3822
H12 0.9066 1.3532 -3.6294
H13 2.1536 1.9474 -2.5212
H14 -1.1368 0.9281 4.3597
H15 0.1366 -0.3113 4.0624
H16 -1.5619 -0.6367 3.5882
H17 0.2367 2.7560 3.6196
H18 1.1686 2.9646 2.0831
H19 1.6301 1.6746 3.1896
H20 -2.2128 2.3393 3.0089
H21 -2.8224 1.4123 1.5765
H22 -1.8664 2.9194 1.3219
H23 0.8106 -3.8060 -2.5121
H24 -0.4587 -3.5263 -1.2582
H25 1.2723 -3.4935 -0.8026
H26 2.3739 -2.1195 -3.5268
H27 3.0831 -1.4997 -1.9911
H28 2.4603 -0.3429 -3.2135
H29 -0.1175 -2.2240 -4.1809
H30 -0.3804 -0.4479 -4.0429
H31 -1.4995 -1.5856 -3.2343
C12 -3.9909 -1.8162 -0.3195
C13 -4.1095 -2.7249 0.6981
C14 -5.3334 -3.4559 0.8355
C15 -6.3931 -3.2192 -0.0434
C16 -6.2373 -2.2559 -1.0320
C17 -5.0296 -1.5445 -1.1677
Se1 -1.8939 -0.7094 -0.5595
H32 0.7042 1.4165 0.7335
H33 -3.2911 -2.9106 1.3952
H34 -5.4378 -4.2076 1.6281
H35 -7.3155 -3.7961 0.0735
H36 -7.0584 -2.0867 -1.6946
H37 -4.9659 -0.8071 -1.9489
N1 5.5216 3.0340 1.5991
C18 4.2449 2.7718 1.1411
O1 3.3976 3.6351 0.9976
C19 4.0041 1.3095 0.8867
C20 4.7381 0.1755 1.3194
C21 4.1894 -1.0781 1.0734
C22 2.9120 -1.1833 0.4955
N2 2.1796 -0.0833 0.1452
C23 2.8571 1.1154 0.0874
H38 5.7237 4.0402 1.6522
H39 6.2923 2.3838 1.5206
H40 5.7087 0.3510 1.8143
H41 4.7156 -1.9972 1.3444
H42 2.4736 -2.1626 0.3215
H43 2.4650 1.8858 -0.5552

***

Record 3
This record from the OMol25 dataset describes a molecular structure, C23H44Al2BrCl2GaKNNaO6. The level of theory is ωB97M-V with the def2-TZVPD basis set.

Computed properties:
HOMO energy   -12.7 eV
Total energy   -8073.861298 Eh
ΔE to the lowest compared entry with this formula, charge and spin   0.0 kJ/mol
Largest force on an atom   3.763 eV Å⁻¹
Charge   +3
LUMO energy   -0.40829 Eh

Positions of all 82 atoms, in Å:
O1 -6.5162 3.1760 4.0272
Ga1 -5.2826 2.5436 2.7524
C1 -3.3499 2.4349 3.5404
C2 -2.8570 0.9471 3.5182
C3 -1.3840 0.9137 3.0226
C4 -1.2713 0.7054 1.4655
C5 -0.4535 -0.6288 1.1370
C6 0.1656 -0.7146 -0.3287
C7 1.5015 -1.5228 -0.3825
C8 1.5309 -2.6502 -1.4539
C9 1.9686 -2.1109 -2.8555
C10 2.0949 -3.2686 -3.8953
C11 1.9316 -2.6622 -5.3290
C12 3.1042 -1.7378 -5.8023
N1 2.5855 -0.3564 -5.9787
C13 1.6530 -0.0313 -6.8914
C14 1.4380 1.3566 -6.6956
C15 2.3177 1.7746 -5.6520
C16 3.0532 0.6623 -5.2092
H1 -7.1923 2.5012 4.1456
H2 -5.7665 1.0699 2.3388
H3 -5.2242 3.5236 1.4737
H4 -2.7016 2.9970 2.8422
H5 -3.2507 2.9065 4.5284
H6 -2.8873 0.6233 4.5734
H7 -3.5446 0.3051 2.9447
H8 -0.8894 0.0722 3.5402
H9 -0.9141 1.8472 3.3671
H10 -0.6893 1.5529 1.0420
H11 -2.3084 0.7459 1.0124
H12 0.4020 -0.6264 1.8316
H13 -1.0723 -1.5061 1.3857
H14 -0.5407 -1.1686 -1.0627
H15 0.3447 0.3295 -0.6723
H16 2.3242 -0.8274 -0.6333
H17 1.7354 -1.9152 0.6177
H18 2.2971 -3.3759 -1.1346
H19 0.5511 -3.1494 -1.5293
H20 2.9085 -1.5502 -2.6985
H21 1.2032 -1.3685 -3.1576
H22 1.2051 -3.8985 -3.7378
H23 3.0364 -3.8294 -3.7881
H24 0.9742 -2.1171 -5.3018
H25 1.7943 -3.4535 -6.0861
H26 3.9995 -1.6831 -5.1075
H27 3.5019 -2.0210 -6.7880
H28 1.1997 -0.7592 -7.5588
H29 0.6990 1.9055 -7.2823
H30 2.3951 2.7985 -5.2898
H31 3.8177 0.6062 -4.4420
Na1 -2.0878 0.6930 -0.8049
C17 -7.7637 1.0451 6.4704
Cl1 -8.9839 0.4566 5.3474
Cl2 -8.3713 1.0059 8.1509
H32 -6.8838 0.4149 6.4034
H33 -7.5072 2.0704 6.2188
C18 5.8824 -0.0489 -7.2256
C19 6.7737 -1.3141 -7.2027
O2 6.3062 -2.1920 -6.2703
H34 5.8885 0.4626 -6.2560
H35 6.2482 0.6652 -7.9752
H36 4.8423 -0.2962 -7.4867
H37 7.8028 -0.9369 -7.0649
H38 6.7963 -1.6677 -8.2486
K1 -10.3234 1.2771 9.6274
C20 -8.9785 -3.1472 8.9645
O3 -9.3977 -2.4453 9.8747
O4 -9.6637 -3.6220 8.0332
O5 -7.7914 -3.5061 8.8057
C21 2.4137 2.4305 3.6122
C22 2.3524 1.3032 4.5996
O6 2.1691 0.1676 4.2474
C23 2.5294 1.6460 6.0663
H39 2.2692 2.0316 2.6098
H40 1.6232 3.1540 3.8200
H41 3.3911 2.9140 3.6610
H42 1.7520 2.3366 6.3939
H43 3.5796 2.1272 6.2183
H44 2.4727 0.7421 6.6717
Al1 5.1315 -2.0302 -3.9404
Br1 4.8754 2.9066 7.0336
Al2 3.0148 1.9906 -8.7168

***

Record 4
This record from the OMol25 dataset describes a molecular structure, C23H44AlNP3Se. The level of theory is ωB97M-V with the def2-TZVPD basis set.

Computed properties:
HOMO energy   -15.7 eV
Total energy   -4624.412917 Eh
ΔE to the lowest compared entry with this formula, charge and spin   0.0 kJ/mol
Largest force on an atom   3.895 eV Å⁻¹
Charge   +3
LUMO energy   -0.43313 Eh

Positions of all 73 atoms, in Å:
Al1 -0.7753 0.6677 0.2719
P1 1.6429 -1.4307 0.1885
P2 1.2026 2.0734 0.5863
P3 -1.6221 -1.2155 -0.9943
H1 -2.1758 3.7704 -0.6159
C1 -2.6141 2.7304 -0.6601
C2 -2.2509 1.8827 0.4485
H2 -2.0301 2.4804 1.4054
C3 2.8389 -1.8078 -1.1417
C4 2.9111 -1.2640 1.5057
C5 1.2903 -3.1987 0.5663
C6 0.6920 3.7741 0.1331
C7 1.5682 2.1673 2.3809
C8 2.8994 2.1040 -0.1205
C9 -3.0501 -0.5298 -1.9165
C10 -2.3340 -2.4802 0.1286
C11 -0.9115 -2.2915 -2.3176
H3 -3.6698 2.5566 -0.9749
H4 -3.0274 1.0799 0.5636
H5 3.5038 -2.6065 -0.7940
H6 3.4299 -0.9290 -1.3907
H7 2.3269 -2.1264 -2.0478
H8 3.6156 -2.0972 1.3955
H9 2.4922 -1.3336 2.5120
H10 3.4419 -0.3142 1.4442
H11 2.2538 -3.7281 0.6045
H12 0.6125 -3.6523 -0.1617
H13 0.8226 -3.3238 1.5454
H14 1.4954 4.4720 0.4049
H15 -0.2353 4.0704 0.6363
H16 0.5341 3.8340 -0.9502
H17 2.4170 2.8428 2.5707
H18 1.8282 1.1840 2.7947
H19 0.6953 2.5408 2.9344
H20 3.4459 2.9779 0.2711
H21 2.8620 2.1598 -1.2177
H22 3.4853 1.2107 0.1146
H23 -3.5705 -1.3491 -2.4379
H24 -2.7157 0.2201 -2.6482
H25 -3.7505 -0.0183 -1.2456
H26 -2.8871 -3.2417 -0.4383
H27 -3.0249 -2.0052 0.8324
H28 -1.5656 -2.9700 0.7351
H29 -1.7432 -2.8123 -2.8235
H30 -0.2074 -3.0439 -1.9358
H31 -0.3706 -1.6675 -3.0439
C12 -0.5223 1.9978 -3.8887
C13 -1.4230 2.9503 -3.3995
C14 -2.5775 3.1926 -4.1581
C15 -2.7060 2.7220 -5.4772
C16 -1.7236 1.8739 -5.9920
C17 -0.6935 1.4599 -5.1605
Se1 1.0101 1.2944 -2.9652
H32 -0.0598 0.9403 -1.8242
H33 -1.2317 3.5298 -2.5067
H34 -3.3787 3.7985 -3.7529
H35 -3.5956 3.0004 -6.0542
H36 -1.7529 1.4869 -7.0002
H37 -0.0423 0.6798 -5.5009
N1 -0.9028 -0.5957 3.4183
C18 0.0099 -1.4581 4.0199
C19 -0.1504 -2.8445 3.8461
C20 0.8780 -3.6909 4.2660
C21 2.0034 -3.1839 4.9204
C22 2.1239 -1.8078 5.1004
C23 1.1238 -0.9405 4.6918
H38 -1.8194 -0.9924 3.2024
H39 -0.9572 0.3487 3.7945
H40 -1.0645 -3.2181 3.3713
H41 0.7547 -4.7594 4.1398
H42 2.7641 -3.8667 5.3039
H43 2.9778 -1.4173 5.6413
H44 1.1794 0.1382 4.8661